A cluster of 2 separate species, C4H5N2P in total at a distorted geometry. Source: the OMol25 dataset; level of theory: ωB97M-V/def2-TZVPD.

Geometry as ORCA input:
```
! RIJCOSX wB97M-V def2-TZVPD def2/J DEFGRID3
* xyz 0 1
C -1.3699 -0.4875 2.1067
C -2.1232 -0.3040 -1.4651
C 1.1536 1.0445 0.2521
C -0.1339 -0.1100 1.8244
N -2.3240 -1.0119 2.4215
N 0.1152 0.3366 0.5840
P -1.7884 -0.3563 -2.9634
H -2.5424 -0.2988 -0.4182
H 1.8969 1.3269 1.0807
H 1.4345 1.1772 -0.7766
H 0.5168 0.1670 2.6004
H -0.6593 0.1625 -0.0327
*
```

The energy is -16493.112 eV. The HOMO energy is -0.2789 Ha. The LUMO energy comes out at -0.2 eV. For the HOMO-LUMO gap, the calculation gives 7.412 eV.